(1)
Formula: C36H52N8O2
Source: the Open Molecules 2025 dataset
Level of theory: ωB97M-V/def2-TZVPD

Values from the calculation:
Frontier orbital gap   8.65 eV
HOMO energy   -8.0 eV
Maximum force   5.13 eV/A
SMILES   c1cc[nH]c1.c1cc[nH]c1.c1cc[nH]c1.c1cc[nH]c1.c1cc[nH]c1.c1cc[nH]c1.c1cc[nH]c1.c1cc[nH]c1.CCO.CCO
Calculated total energy   -1991.324784 hartree
LUMO   0.616 eV

Geometry as XYZ:
```
98
Properties=species:S:1:pos:R:3:forces:R:3:mulliken_charge:R:1
C -5.0395 0.0272 0.1632 -0.5 0.4 0.2 -0.77
C -3.8577 0.4842 -0.4553 0.6 0.2 -0.6 1.00
C -3.9328 0.0578 -1.7785 1.0 0.1 -0.3 -1.40
N -5.1242 -0.6275 -1.9565 0.6 0.3 -0.3 0.06
C -5.8055 -0.5963 -0.7878 -0.2 -1.1 0.7 -0.66
H -5.3310 0.2055 1.1835 0.0 -0.1 0.1 0.49
H -3.0391 1.0607 0.0468 -0.9 -0.7 -0.8 0.25
H -3.1825 0.1774 -2.5834 -0.8 -0.1 0.6 0.44
H -5.4430 -1.2095 -2.7296 0.6 0.6 0.2 0.22
H -6.6680 -1.2367 -0.6816 -0.2 0.4 0.1 0.36
C -2.5549 -2.7446 -0.1711 0.4 -1.0 -2.5 -0.12
C -1.5372 -3.7408 -0.5935 -1.1 2.0 0.0 -0.68
C -0.7058 -3.9091 0.4745 -2.0 0.7 1.4 -0.99
N -1.2583 -3.1746 1.5488 1.2 -0.4 -0.9 0.00
C -2.2835 -2.4116 1.0938 -1.0 -0.4 0.9 -0.58
H -3.3905 -2.2876 -0.7303 0.7 -0.6 0.2 0.53
H -1.4221 -4.0674 -1.6090 0.1 -0.4 -0.1 0.50
H 0.0579 -4.6094 0.6807 0.8 -0.4 0.0 0.53
H -0.9132 -3.1805 2.5125 -0.2 -0.1 -0.3 0.47
H -2.9827 -1.7937 1.6463 0.7 0.0 0.6 0.48
C -2.4982 0.9764 4.2880 -0.4 0.7 0.5 -1.48
C -1.9253 0.8568 3.0030 0.2 -1.4 1.0 0.99
C -1.7841 2.0640 2.4508 -0.9 0.3 0.2 -1.52
N -2.3655 2.9349 3.3144 0.3 2.2 0.3 0.10
C -2.7635 2.3147 4.5079 0.7 0.3 -1.3 -0.57
H -2.7440 0.2135 4.9963 0.1 -0.4 0.2 0.42
H -1.5567 -0.0078 2.5475 0.2 -1.3 -0.5 0.77
H -1.3882 2.2654 1.4784 0.1 0.6 -0.2 0.77
H -2.3618 3.9295 3.0476 -0.2 -0.5 0.7 0.23
H -3.0535 2.8828 5.4088 0.0 -0.5 -0.9 0.38
C 4.9654 -2.6963 -2.2800 0.2 -0.3 -0.6 -0.81
C 5.1353 -1.4034 -2.8904 -1.8 0.7 0.8 -0.54
C 3.9233 -0.7335 -2.6649 0.7 -1.7 -0.1 -0.47
N 3.0385 -1.6041 -2.0409 0.8 0.0 0.2 0.57
C 3.6781 -2.8185 -1.8018 0.6 1.5 -0.1 -0.71
H 5.7206 -3.4765 -2.2669 -0.2 0.1 0.0 0.46
H 6.0034 -0.9592 -3.3742 -0.3 -0.4 0.1 0.42
H 3.5201 0.1986 -2.9775 0.2 0.7 -0.1 0.52
H 2.3195 -1.2230 -1.4280 -0.1 -0.2 -0.3 -0.09
H 3.1987 -3.6011 -1.2579 -0.2 -0.3 0.1 0.53
C 5.7613 0.4950 2.0411 0.4 1.2 0.2 -0.65
C 5.4082 -0.6837 2.7515 0.4 1.7 0.3 -0.39
C 5.1948 -1.6448 1.8523 0.1 -2.2 -1.9 -0.67
N 5.4384 -1.0936 0.5590 -1.6 -4.8 0.5 0.06
C 5.7370 0.1861 0.7127 0.8 0.7 0.3 -0.34
H 6.1344 1.4703 2.4079 -0.5 -0.9 0.0 0.36
H 5.4316 -0.7425 3.8020 -0.2 -0.3 1.0 0.55
H 5.0473 -2.7511 2.0315 0.0 1.6 -0.6 0.32
H 5.2852 -1.7525 -0.2791 0.5 2.1 1.4 0.34
H 6.1896 0.7082 -0.0725 0.0 0.9 -1.1 0.48
C -1.5239 3.1153 -3.4682 -2.1 -0.4 -2.2 -0.45
C -1.2474 3.8060 -2.3092 -0.8 0.3 1.7 0.12
C -2.4590 4.2774 -1.7828 -0.1 -1.7 -1.0 -0.76
N -3.4910 3.7724 -2.5864 2.3 1.2 0.6 0.11
C -2.9360 3.1617 -3.6386 2.9 -0.2 0.5 -1.02
H -0.8085 2.7086 -4.2080 -0.6 0.2 0.7 0.48
H -0.3023 3.6678 -1.8116 0.1 0.8 0.2 0.34
H -2.7602 4.6926 -0.8667 0.1 0.5 1.0 0.47
H -4.4484 3.9974 -2.4863 -0.7 0.1 0.1 0.20
H -3.5014 2.8820 -4.4483 -1.2 -0.8 -1.6 0.53
C -1.0227 -3.1360 -5.1868 -1.3 0.6 0.8 -0.51
C 0.0121 -4.0196 -5.4961 1.2 -0.6 -0.1 -0.73
C 1.1212 -3.6040 -4.7606 -0.7 -0.3 -0.9 -0.34
N 0.7581 -2.5138 -4.0520 -0.1 -0.7 -0.3 0.16
C -0.5403 -2.2428 -4.2537 -1.2 0.9 0.1 -0.50
H -2.0799 -3.1426 -5.4497 0.5 -0.2 -0.3 0.37
H -0.0260 -4.8846 -6.1555 0.0 0.4 0.2 0.38
H 2.1330 -3.9263 -4.6974 0.4 -0.4 -0.1 0.44
H 1.3719 -2.1016 -3.4107 0.7 0.9 0.9 0.42
H -1.0625 -1.4498 -3.6990 0.4 -0.5 -0.5 0.39
C 1.1042 0.6539 0.4340 2.4 0.6 0.5 -0.84
C 1.0922 1.2143 -0.8665 0.5 0.5 1.0 -1.19
C 0.1003 0.5729 -1.4998 -1.2 -0.4 -1.6 -0.78
N -0.4750 -0.3464 -0.6812 0.1 0.0 -1.3 1.37
C 0.1942 -0.3434 0.4677 0.0 -0.3 2.0 0.06
H 1.9078 0.9080 1.1375 -0.8 -0.3 0.1 0.43
H 1.7361 2.0205 -1.1630 -0.1 0.1 -0.4 0.60
H -0.3010 0.6489 -2.4738 -0.2 0.4 -0.9 0.54
H -1.1384 -1.0313 -0.9940 -0.3 -0.2 0.3 -0.25
H -0.0440 -0.9997 1.2702 -0.2 -0.3 0.1 -0.19
C 1.7881 -1.9261 4.5913 0.2 -2.9 2.4 -1.29
C 0.6740 -1.9031 3.6350 -2.5 1.3 2.0 0.84
O -0.4331 -2.7868 4.0216 -0.3 0.3 0.9 -0.72
H 1.9077 -3.0085 5.0201 -0.3 1.7 -0.8 0.31
H 1.6248 -1.3077 5.4486 -0.1 0.5 0.6 0.36
H 2.7406 -1.7077 4.1919 0.9 0.5 -0.8 0.16
H 1.0502 -2.2128 2.7275 0.2 -0.7 -2.3 0.13
H 0.1718 -0.9225 3.6009 0.8 0.0 -0.5 -0.15
H -1.2034 -2.2936 4.4126 1.5 -0.4 -0.6 0.35
C 0.6712 4.8513 1.7482 0.5 2.0 -0.8 -0.54
C -0.1798 5.8170 2.5637 0.2 1.3 -1.3 -0.37
O -1.5223 5.7223 2.1537 -1.4 0.0 -0.9 -0.57
H 1.6879 5.2822 1.7257 -0.2 -0.3 -0.3 0.41
H 0.2752 4.7898 0.6770 0.6 -0.2 1.5 0.03
H 0.7434 3.9452 2.2733 -0.1 -1.6 0.1 0.17
H 0.1072 6.8727 2.3508 0.3 -0.6 0.4 0.29
H -0.1734 5.6678 3.6346 0.2 -0.2 0.2 0.29
H -1.5694 6.0347 1.2199 0.0 -0.4 1.1 0.29
```
Forces are in eV/Å.



(2)
Formula: C36H53BBaF2N7O5S5
Source: the Open Molecules 2025 dataset
Level of theory: ωB97M-V/def2-TZVPD

Values from the calculation:
Frontier orbital gap   4.67 eV
Energy relative to the best compared isomer or geometry (same formula, charge and spin)   36.3 kJ/mol
HOMO energy   -7.4 eV
Maximum force   4.01 eV/A
Calculated total energy   -4403.824584 hartree
Charge   +1
LUMO   -2.720 eV

Geometry as XYZ:
```
110
Properties=species:S:1:pos:R:3:forces:R:3:mulliken_charge:R:1
Ba 0.8096 -0.1446 1.2970 0.1 0.5 -0.3 0.88
C -2.2625 -1.5005 3.4350 0.3 -0.3 0.9 -1.24
N -1.8926 -0.2376 2.7967 0.0 1.4 0.5 0.62
C -2.7861 0.1936 1.7087 -0.1 0.9 -1.0 -0.63
C -2.8204 -0.8005 0.5621 -0.7 0.3 -0.4 0.47
C -3.9838 -1.4670 0.1393 0.2 0.7 0.3 -0.92
C -3.9773 -2.3334 -0.9359 1.3 -0.1 0.3 -0.57
C -2.7333 -2.6127 -1.5243 0.6 0.5 -0.3 -0.88
C -1.6495 -1.8320 -1.1010 1.1 0.6 -0.4 -0.59
N -1.6839 -0.8900 -0.1354 -0.3 -1.3 0.2 0.40
C -1.9171 0.8570 3.8217 0.0 -0.3 0.4 -1.19
C -0.6798 0.9890 4.6869 -0.1 -0.6 0.6 0.53
C -0.8853 1.0461 6.0838 -1.0 0.6 -0.9 -0.76
C 0.1888 1.1230 6.9361 1.0 -0.3 -0.2 -0.37
C 1.4822 1.0532 6.3718 -0.3 0.4 0.4 -0.80
C 1.5616 1.1168 4.9803 1.6 0.3 -0.4 -0.37
N 0.5409 1.0719 4.1194 -1.2 -0.3 0.7 0.16
C -1.5343 -2.7853 2.9776 -0.1 0.5 0.2 0.57
C -2.0011 -3.9699 3.5387 -0.5 -0.9 0.4 -0.86
C -1.3349 -5.1772 3.2995 -0.4 0.8 -0.8 -0.46
C -0.1773 -5.1292 2.4928 -0.2 -0.3 0.0 -0.69
C 0.1719 -3.9242 1.9086 0.4 1.5 0.3 -0.58
N -0.4976 -2.7528 2.1446 0.4 -0.6 0.2 0.52
H -3.3433 -1.7218 3.4016 0.1 0.3 -0.2 0.38
H -2.0666 -1.3394 4.5399 0.0 -0.6 -1.1 0.56
H -2.4127 1.1712 1.2316 -0.2 -1.3 0.9 -0.03
H -3.7938 0.4437 2.0976 0.2 -0.4 -0.2 0.47
H -4.9561 -1.2324 0.5500 0.1 0.0 0.5 0.50
H -4.9367 -2.7424 -1.1779 -0.1 -0.5 -0.6 0.47
H -2.4892 -3.2809 -2.3669 -0.7 0.2 0.6 0.47
H -0.6401 -1.8681 -1.6061 -1.3 -0.3 0.3 0.61
H -2.7937 0.7862 4.5109 0.4 -0.3 -0.5 0.36
H -2.0466 1.8272 3.3740 0.0 0.3 -0.8 0.68
H -1.9399 1.1556 6.4399 1.1 -0.4 -0.2 0.34
H 0.0069 1.2192 7.9989 0.3 -0.1 0.0 0.43
H 2.4024 1.0216 7.0006 -0.9 0.2 -0.7 0.38
H 2.5412 1.2913 4.4771 -0.6 -0.4 0.6 0.46
H -2.9213 -3.9395 4.1650 0.8 -0.1 -0.5 0.40
H -1.8223 -6.1126 3.5961 0.7 0.3 0.2 0.39
H 0.4317 -6.0203 2.3093 -0.4 0.3 0.0 0.44
H 1.1055 -3.7449 1.3179 -1.0 -0.6 0.4 0.44
C 1.4036 -5.3698 -6.2276 0.0 -0.7 0.0 -0.58
C 2.2742 -5.2025 -4.9832 1.0 -0.6 0.0 -0.73
S 1.4964 -4.2786 -3.6055 0.8 0.3 -0.3 -0.11
C 2.5061 -2.7564 -3.6148 -0.5 0.1 0.4 -0.18
C 2.4208 -1.8199 -4.8044 1.2 -0.3 -0.2 -0.89
S 0.9190 -0.8596 -4.8966 -0.8 -0.4 -1.0 -0.02
C 0.0041 -1.5811 -6.3421 -1.5 1.4 0.2 -0.74
C -0.1971 -3.0892 -6.3050 -1.2 -0.2 1.8 -0.09
S 1.1140 -3.8701 -7.1358 1.4 -0.4 -1.6 -0.19
H 0.4340 -5.8617 -6.0285 0.5 0.0 0.0 0.32
H 1.9810 -5.9916 -6.9411 -0.5 0.1 0.3 0.37
H 3.2485 -4.7319 -5.3397 -1.2 -0.3 0.8 0.29
H 2.5434 -6.2084 -4.5571 -0.3 0.8 -0.5 0.43
H 3.5498 -2.9961 -3.4874 0.4 -0.5 0.1 0.45
H 2.2019 -2.2253 -2.7138 -0.1 0.1 0.1 -0.09
H 2.6915 -2.4297 -5.7063 -0.5 1.1 0.5 0.32
H 3.1972 -1.0504 -4.6205 -0.1 -0.5 -0.3 0.48
H 0.4048 -1.1687 -7.3034 -0.2 -0.6 0.8 0.37
H -1.0176 -1.0991 -6.1946 1.2 -0.4 -0.3 0.29
H -1.1638 -3.4643 -6.7134 0.5 0.7 0.2 0.49
H -0.1407 -3.4054 -5.2252 -0.3 0.3 -1.1 -0.19
F 2.5310 1.4885 -1.7576 1.3 1.2 -0.6 -0.15
B 3.1568 1.3405 -0.5657 -2.2 -2.5 2.3 -0.02
F 4.2485 1.9347 -0.0871 0.6 1.1 -1.5 -0.15
C -4.4422 9.5079 -1.0813 0.2 0.1 0.4 -1.19
C -3.7057 8.1393 -1.0231 -1.4 -0.4 -0.2 -0.44
S -2.7329 7.8559 0.4224 -1.2 -0.2 0.9 1.27
O -1.5667 8.6942 0.3955 0.2 0.1 0.2 -0.65
O -3.7083 7.9141 1.5155 1.5 -0.3 -0.7 -0.67
C -2.1532 6.1014 0.2955 -0.9 0.8 0.1 -0.62
C -0.9944 5.7302 -0.6156 0.5 0.3 -0.4 -0.97
N -0.8364 4.2623 -0.5181 0.9 -0.4 -0.4 0.46
C 0.1451 3.5478 0.1652 -2.2 -0.5 -1.4 0.24
N -0.0067 2.2379 -0.0926 0.0 0.3 0.6 0.39
C -1.0300 2.0907 -0.9816 1.3 1.6 0.9 -1.26
C -1.5435 3.3101 -1.2654 1.2 -0.3 0.8 -0.11
N -2.4105 3.4566 -2.3440 -1.7 0.8 -1.0 1.08
O -2.8340 4.6104 -2.5672 0.3 -1.6 -0.2 -0.66
O -2.7201 2.4238 -2.9582 0.2 1.9 0.6 -0.63
C 1.1893 4.1285 1.0244 0.8 -0.2 1.0 -1.20
H -5.2029 9.5074 -1.9173 1.2 0.1 0.7 0.35
H -3.6725 10.3117 -1.1447 -0.8 -0.4 -0.3 0.33
H -5.0167 9.6962 -0.1507 0.4 -0.3 -0.5 0.32
H -3.0321 7.9753 -1.8405 0.3 0.1 -0.7 0.39
H -4.4675 7.3329 -1.0260 0.5 0.3 0.0 0.37
H -3.0817 5.5643 0.0175 0.6 0.0 0.3 0.38
H -1.8366 5.8818 1.3109 -0.4 -0.1 0.3 0.31
H -0.0199 6.2307 -0.3354 -1.2 -0.6 -0.3 0.47
H -1.2415 5.9341 -1.6688 0.3 0.1 0.5 0.34
H -1.2802 1.2274 -1.5076 -0.2 -1.4 -0.3 0.91
H 1.3641 3.4204 1.8754 0.1 0.6 -0.8 0.10
H 0.9286 5.0935 1.4642 -0.2 -0.1 -0.1 0.48
H 2.1466 4.2782 0.4795 -0.6 -0.3 0.2 0.25
C 5.8460 -2.6929 -0.8847 -0.3 1.2 -2.6 -1.15
C 4.5189 -2.9182 -0.2539 -2.5 -1.5 0.5 0.49
S 4.2365 -2.0040 1.2922 0.2 0.4 -0.6 0.19
O 2.7400 -1.7096 1.2798 0.6 -1.2 0.8 -0.17
C 4.6402 -3.3113 2.5358 -0.4 0.9 -0.2 -0.76
C 3.4669 -4.0608 3.0467 -1.9 -0.5 0.4 -0.81
H 6.4162 -3.5763 -1.1200 0.4 -0.3 0.7 0.36
H 6.3851 -1.8939 -0.3884 0.5 -0.2 0.1 0.35
H 5.6460 -2.3059 -1.9327 0.3 -0.1 1.1 0.27
H 4.2756 -3.9849 -0.0363 0.5 0.5 0.0 0.41
H 3.6178 -2.6338 -0.8543 1.0 0.3 0.3 -0.57
H 5.1056 -2.7495 3.3187 0.2 0.4 0.7 0.45
H 5.4278 -3.9116 2.1436 0.5 -0.6 -0.7 0.48
H 2.7332 -3.3729 3.5359 0.5 -0.5 -0.5 0.11
H 3.7167 -4.8084 3.8019 0.4 0.2 0.0 0.49
H 2.9191 -4.6423 2.2804 0.3 0.5 0.1 0.13
```
Forces are in eV/Å.